*w*
12
Properties=species:S:1:pos:R:3 method="wB97M-V/def2-TZVPD" e_homo_ev=-9.4813 smiles=C#C[C@@]1(O)[C@H](F)[C@@H]1Cl
C 3.18684 -0.62968 -0.21282
C 1.99867 -0.02790 -0.20294
C 0.66623 0.17694 0.16412
O 0.58465 -0.02382 1.46743
C -0.12027 1.17321 -0.64346
F -1.11364 1.76730 0.10252
C -0.36380 -0.38057 -0.81642
Cl -1.81872 -1.06271 -0.02590
H 4.15833 -0.84465 -0.50095
H -0.34325 0.34502 1.71567
H 0.18838 1.70350 -1.43184
H 0.05437 -0.72493 -1.73556


*x*
12
Properties=species:S:1:pos:R:3 method="wB97M-V/def2-TZVPD" e_homo_ev=-9.4281
C -0.45992 0.37615 -1.05366
C 0.87654 0.65292 -0.25991
C -0.92223 0.34789 0.37182
C -0.15489 -0.82236 0.99381
C 1.02522 -0.67300 0.43618
H -0.90274 1.15690 -1.73870
H 1.69522 1.08384 -0.74514
H -1.93649 0.57735 0.62576
H 1.83536 -1.33681 0.47385
O 0.04719 1.44107 0.60896
F -0.48217 -0.77653 -1.76563
Cl -0.62110 -2.02743 2.05266


Top of the stability list: *x*, leading by 0.0730 hartree.


*w*
20
Properties=species:S:1:pos:R:3 method="wB97M-V/def2-TZVPD" e_homo_ev=-7.8223
C 0.43334 -1.35057 1.99230
C 0.31265 -0.71648 0.05053
C 0.12123 1.57812 0.95328
C -2.02700 0.14978 0.26238
C 1.43776 -1.15132 -2.05343
C -0.50178 0.48383 0.00886
N 1.06567 -1.34508 -0.68134
O -0.55720 1.13969 -1.33685
S -0.70012 -1.51630 3.07542
H 1.52359 -1.28396 2.21651
H -0.21491 2.47573 0.50334
H -0.17587 1.44096 1.99661
H 1.31082 1.59330 0.80316
H -2.37736 -0.49803 -0.50315
H -2.27108 -0.17161 1.33680
H -2.49558 1.04364 0.18119
H 2.22081 -1.79093 -2.32221
H 1.81274 -0.22536 -2.25851
H 0.62636 -1.17943 -2.71848
H 0.45593 1.32401 -1.50640


*x*
20
Properties=species:S:1:pos:R:3 method="wB97M-V/def2-TZVPD" e_homo_ev="-7.9999 / -7.8066"
C -0.91710 2.12484 -0.81441
C -1.85310 0.89780 1.44276
C -1.84436 -1.76670 -0.49611
C 2.72347 0.23541 0.02828
C 2.18652 -1.06509 0.59888
C 1.52828 -0.40507 -0.52366
N -1.78267 -0.46777 -0.83007
O -1.29316 -2.26566 0.45149
S -0.83030 0.74301 0.10763
H -0.00316 2.36128 -1.33353
H -1.42098 2.95557 -0.35331
H -2.28029 -0.01940 1.80506
H -1.46963 1.56345 2.19811
H -2.48451 -2.35070 -1.18932
H 2.60697 1.12061 0.63808
H 3.62991 0.23790 -0.56413
H 2.70520 -2.00051 0.41809
H 1.72752 -1.02169 1.57699
H 1.32231 -0.76866 -1.51029
H -2.25092 -0.10861 -1.65056


Top of the stability list: *w*, leading by 0.1119 hartree.


*w*
17
Properties=species:S:1:pos:R:3 method="wB97M-V/def2-TZVPD" e_homo_ev=-14.1629 total_charge=+1
C -0.08870 0.72261 1.74960
C 0.20920 -1.78581 -0.35029
N 1.10239 0.63792 -0.87080
N -0.98443 0.19645 -1.68825
N -0.84425 0.78458 0.49087
N -0.15325 0.13041 -0.58660
H -0.83578 0.62948 2.57659
H 0.53930 -0.18252 1.75071
H 0.43760 1.67186 1.91390
H -0.77949 -2.06328 -0.76789
H 1.11018 -2.18394 -0.86860
H 0.26235 -1.92482 0.71890
H 1.96002 0.26612 -0.34397
H 1.13298 1.60582 -0.94517
H -1.67880 0.85555 -1.89274
H -0.54697 -0.16045 -2.59880
H -1.80652 0.78224 0.36295


*x*
17
Properties=species:S:1:pos:R:3 method="wB97M-V/def2-TZVPD" e_homo_ev=-13.7004 total_charge=+1
C 1.63217 1.24214 0.77747
N 1.46054 -0.22027 1.04892
H 0.69587 1.61364 0.37529
H 1.90320 1.73535 1.70287
H 2.42301 1.36466 0.04394
H 1.10102 -0.73421 0.19617
H 0.72973 -0.35276 1.74883
H 2.31605 -0.62655 1.42181
N -1.82301 0.50641 -1.37436
C -1.05368 -0.47081 -0.77688
N -1.47734 -0.85107 0.48657
N 0.04867 -0.96781 -1.20914
H -1.55782 0.70467 -2.32850
H -2.82160 0.36488 -1.29741
H -2.41577 -0.58273 0.74490
H -1.31215 -1.83380 0.65409
H 0.15112 -0.89173 -2.21456


Top of the stability list: *x*, leading by 0.2250 hartree.


*w*
16
Properties=species:S:1:pos:R:3 method="wB97M-V/def2-TZVPD" e_homo_ev=-9.5715 smiles="C=C(C)C(N)=O.S"
C -0.53914 -1.39072 -0.27664
C -0.73167 -0.05378 -0.04790
C -1.64701 0.71404 -0.86694
C -0.08932 0.37538 1.27306
N 0.76597 -0.46372 1.94921
O -0.47351 1.39199 1.78643
H 0.11773 -1.85735 0.46770
H -0.95503 -2.08402 -1.03378
H -2.50532 0.19324 -1.13841
H -1.08602 1.04677 -1.75508
H -1.89864 1.59647 -0.34649
H 1.46315 -1.03145 1.39802
H 1.19666 -0.02827 2.83347
S 2.62822 0.34585 -1.12205
H 1.25005 0.62462 -0.75856
H 2.50387 0.62095 -2.36204


*x*
16
Properties=species:S:1:pos:R:3 method="wB97M-V/def2-TZVPD" e_homo_ev=-9.0018 smiles="N[C@@H](C=O)CCS"
N -1.65427 0.70876 1.33034
C -0.34168 0.40529 0.69174
C 0.61637 -0.39250 1.54433
O 0.38051 -1.54639 1.96641
C -0.53721 -0.29032 -0.65131
C 0.71966 0.14599 -1.52406
S 2.27310 -0.53510 -1.04265
H -1.91555 1.04246 2.28549
H -2.39098 0.50777 0.74405
H 0.06862 1.35647 0.37090
H 1.62281 0.06403 1.75015
H -1.11989 -1.30735 -0.57880
H -1.15420 0.32857 -1.29983
H 0.75180 1.32316 -1.50059
H 0.48385 -0.00914 -2.66743
H 2.19706 -1.80170 -1.41875


Top of the stability list: *w*, leading by 0.0427 hartree.


*w*
16
Properties=species:S:1:pos:R:3 method="wB97M-V/def2-TZVPD" e_homo_ev=-9.3044 smiles="O=CNCCCS"
O -2.19923 -2.57242 -0.04304
C -1.91756 -1.43845 0.25614
N -1.01221 -0.66203 -0.38145
C -0.81977 0.75745 -0.32680
C 0.46784 1.27454 0.24649
C 1.78916 0.48906 -0.00713
S 2.16057 -1.18593 0.67440
H -2.43788 -0.90152 1.07957
H -0.37983 -1.19062 -0.95181
H -1.71017 1.13502 0.17561
H -0.91594 1.13498 -1.37697
H 0.38798 1.25397 1.36054
H 0.58155 2.36109 0.11032
H 2.60575 1.09184 0.40159
H 1.96389 0.43047 -1.07571
H 1.43583 -1.97747 -0.14173


*x*
16
Properties=species:S:1:pos:R:3 method="wB97M-V/def2-TZVPD" e_homo_ev=-8.9410
C 1.59617 0.51069 0.20937
C -0.93055 -1.27257 -0.28102
C -1.16077 -0.14013 0.69422
C -0.76958 1.14367 -0.03806
N 0.47140 1.10195 -0.78177
O 3.81573 -0.85251 0.33512
S 2.67585 -0.45931 -0.47484
H 1.74506 1.04170 1.14563
H -1.31109 -2.22269 0.26176
H -1.50351 -1.40732 -1.16079
H 0.20518 -1.26504 -0.58136
H -0.52686 -0.17322 1.63825
H -2.25255 -0.04609 0.88981
H -1.47686 1.44623 -0.82408
H -0.84325 2.06860 0.56456
H 0.26563 0.52603 -1.59680


Top of the stability list: *w*, leading by 0.0958 hartree.


*w*
16
Properties=species:S:1:pos:R:3 method="wB97M-V/def2-TZVPD" e_homo_ev=-8.3676 smiles=C[C@@H]1CON(S)C1
C -1.61951 0.65428 0.28722
C -0.66412 -0.37603 -0.18306
C 0.13349 -1.16524 0.83620
O 1.37598 -1.57527 0.20498
N 1.75322 -0.54250 -0.59718
S 2.89188 0.69848 0.20277
C 0.56609 0.14707 -1.06650
H -1.17399 1.37928 0.99412
H -2.48451 0.26097 0.97628
H -2.07419 1.23250 -0.52599
H -1.19642 -1.13793 -0.80237
H 0.46311 -0.51597 1.79846
H -0.28193 -2.06161 1.43591
H 3.90092 -0.25296 0.52082
H 0.32584 -0.26504 -2.04902
H 0.62633 1.25672 -1.05354


*x*
16
Properties=species:S:1:pos:R:3 method="wB97M-V/def2-TZVPD" e_homo_ev="-8.1866 / -9.1280"
C 0.38157 1.94491 -0.60513
C -0.45194 0.64384 -1.11426
C -0.06696 -1.03721 1.01357
C 0.11101 -2.38046 0.36014
N 1.57705 1.49256 0.00943
O -1.61638 0.82737 1.36971
S -1.37409 -0.13759 0.29410
H 0.76944 2.33583 -1.58885
H -0.33050 2.54060 -0.07572
H -1.31615 0.99348 -1.82292
H 0.28383 -0.14476 -1.50497
H 0.18004 -0.84758 1.99636
H -0.31687 -2.24637 -0.70260
H -0.54681 -3.04395 1.03784
H 1.09050 -2.81834 0.35035
H 1.62626 1.87766 0.98294


Top of the stability list: *w*, leading by 0.0739 hartree.